1.
Molecular formula: C23H50NO9
Method: DFT, wB97M-V/def2-TZVPD

Output
energy above the lowest of the compared OMol25 structures with the same formula, charge and spin	0.000	eV
Kohn-Sham gap	9.9	eV
HOMO	-11.661	eV
net charge	+1

Positions of all 83 atoms, in Å:
O: -0.52019 -0.66163 -2.20903
O: 1.74535 2.09871 -1.48891
O: -4.18860 2.32744 -1.58321
O: 0.68125 -1.97473 1.13019
O: -2.49293 2.63221 0.00957
O: 1.10325 -4.06373 1.77490
O: 0.15223 3.56817 1.66632
O: 2.86431 0.29010 1.70002
O: -2.37598 -1.07992 1.37025
N: 0.06778 0.77102 0.47679
C: 2.45922 4.33597 1.07473
C: 4.53258 0.21108 0.02398
C: 0.76298 2.01352 -3.81922
C: -3.50696 -0.93646 1.71076
C: 0.28927 -2.94990 -2.37389
C: 0.43907 -2.99832 1.71882
C: -2.28614 -2.45587 -2.27053
C: 5.14760 -0.58331 2.38551
C: -4.51089 3.77907 0.33059
C: -4.25466 0.89312 -3.43550
C: 1.97270 3.12053 3.41618
C: 1.44980 3.65762 2.05737
C: -4.57673 -0.50469 0.78481
C: 1.91524 2.02193 -2.82268
C: 3.28068 1.77926 -3.44283
C: -4.02750 -1.14745 3.11258
C: 2.29939 -4.14968 0.89489
C: -3.38081 1.46375 -2.42638
C: -0.78067 -3.23022 2.70402
C: -3.63360 2.85251 -0.41049
C: 4.07789 0.03581 1.37293
C: -0.85597 -1.95354 -2.28032
C: 3.06595 -5.45791 1.26590
H: -4.64992 3.08632 1.25904
H: -3.84503 0.22947 -4.12278
H: 0.94241 1.19481 -4.29937
H: -4.21609 -0.19136 3.74554
H: 3.43193 0.78786 -3.61841
H: -1.54024 -3.26903 2.10070
H: 0.75285 0.29240 0.03022
H: 0.87403 2.88954 -4.50631
H: 6.10475 -0.14516 2.13827
H: -5.21554 0.47133 1.09582
H: -2.26999 -3.23439 -2.97428
H: -4.19864 -0.28561 -0.09001
H: -5.00919 -1.63422 3.34203
H: 1.14681 -2.37127 -2.05798
H: 3.46211 2.38871 -4.34148
H: 3.17164 2.67972 3.21358
H: 0.36117 1.69290 0.25293
H: -0.79961 -4.12679 3.40462
H: 1.40139 2.39857 3.54485
H: -3.43265 -1.66504 3.73222
H: 2.49169 -6.35482 0.77261
H: 0.08786 -3.70821 -1.83016
H: 4.00281 -5.41132 0.60905
H: 2.90799 3.47104 0.44590
H: 3.27903 -5.68894 2.31656
H: -1.08026 0.63950 0.24008
H: -3.14023 -1.75544 -2.42977
H: 0.10733 0.70079 1.34036
H: 3.21240 4.87803 1.89660
H: -2.86888 0.79631 -1.73318
H: 1.80194 3.86182 4.15485
H: 4.39545 -0.79483 -0.45234
H: -5.41752 4.32869 -0.23895
H: 0.01525 2.01448 -3.26110
H: 4.03697 1.12115 -0.53567
H: 4.18569 2.07338 -2.68717
H: 2.90873 -3.10698 1.14164
H: -0.77758 -2.24769 3.32848
H: -4.40352 1.76054 -4.15239
H: 1.74723 4.99956 0.55620
H: 4.90173 -0.45234 3.35335
H: -3.95717 4.43719 0.56822
H: -2.63489 2.08100 -2.77209
H: 5.29707 -1.77570 2.38700
H: 2.20985 -4.23574 -0.26556
H: -5.10656 0.51548 -2.90037
H: -5.31504 -1.38355 0.59598
H: -2.51219 -2.85482 -1.32102
H: 5.64414 0.40433 -0.00138
H: 0.59355 -3.20613 -3.39309

Atoms 1-6, force components in eV/Å:
-2.0 -6.2 -0.3
0.9 -0.4 -7.0
0.3 0.9 1.9
0.0 -0.1 -0.5
-2.0 -0.5 -1.2
3.6 -3.4 -2.6


2.
Molecular formula: C23H51BClN2O5P2
Method: DFT, wB97M-V/def2-TZVPD

Output
Kohn-Sham gap	9.3	eV
HOMO	-11.205	eV
net charge	+1

Positions of all 85 atoms, in Å:
Cl: 0.45110 1.40301 4.67387
P: 2.05311 -0.13953 2.60686
P: -1.80076 0.03932 1.95191
O: -1.17142 -0.24875 -4.21457
O: -0.06151 4.62925 3.08553
O: 2.55677 1.94593 -2.84792
O: -1.27656 -4.09272 -3.82442
O: 0.22274 -2.75365 -2.93463
N: 2.04757 4.27078 4.33501
N: -0.46944 1.24526 1.97035
C: -2.18940 -2.23205 3.69700
C: -3.74395 2.09364 2.60368
C: -2.24143 -0.63686 3.62697
C: 2.48600 3.69402 -1.07361
C: -0.73104 -0.21302 -1.31768
C: 0.69231 1.15636 2.87074
C: 1.22905 2.50176 0.87787
C: -1.55382 -6.46070 -4.32467
C: 3.20000 0.06291 4.09358
C: 1.80644 3.04377 -2.33221
C: -0.00546 1.53556 0.54187
C: 1.45793 2.51320 2.44041
C: -1.69151 -5.03772 -4.82276
C: -0.01098 -3.68708 -3.66160
C: -2.16525 0.36842 -3.41785
C: 0.39844 0.35434 -0.38164
C: 1.09762 -4.45628 -4.32316
C: 2.02006 -2.73630 1.51282
C: 1.77672 1.11795 -3.69969
C: 1.37184 3.81895 0.04106
C: -3.29476 1.09421 1.45287
C: 1.40417 -1.89331 2.72447
C: -1.61511 0.86153 -2.01878
B: 1.11361 3.84038 3.29203
H: -3.20237 -2.61799 3.93373
H: -2.74221 -4.82339 -5.01775
H: 1.47586 4.70540 5.06174
H: -1.49392 -2.51396 4.51783
H: -2.11380 -6.59469 -3.39781
H: -0.20776 -0.84829 -2.07087
H: 0.17413 5.51530 2.79786
H: 2.10343 1.90385 0.51683
H: -1.65473 -0.26914 4.49020
H: 0.80872 2.64824 -2.02115
H: 0.85765 -0.50966 0.13600
H: -0.72689 2.25565 0.10228
H: 1.81111 0.04931 -3.37636
H: 1.18771 0.75783 -1.06164
H: -3.30290 -0.37350 3.84910
H: -1.80237 -2.65424 2.74750
H: 3.33324 3.06766 -0.73850
H: 1.92191 -3.77355 -4.52262
H: -2.52874 0.99075 -1.38736
H: -2.88091 2.74156 2.88603
H: -1.16303 -4.87111 -5.76238
H: -1.12595 1.84621 -2.16623
H: -1.35155 -0.92984 -0.73190
H: -0.51469 -6.71226 -4.10806
H: 1.44166 -5.23816 -3.64439
H: -2.59980 1.26381 -3.91977
H: -2.89340 1.76047 0.65185
H: 4.19525 -0.37827 3.87094
H: 0.69415 1.38572 -3.71394
H: -4.12803 0.47698 1.07563
H: 1.20237 -3.27672 0.98583
H: 1.61222 3.77067 -3.15245
H: -4.55304 2.73753 2.18930
H: 2.79385 4.71889 -1.37352
H: -1.93141 -7.16495 -5.06691
H: 3.32296 1.13937 4.32185
H: -1.25944 -1.19334 -4.06167
H: 2.78673 -3.45505 1.85602
H: -0.95400 2.12897 2.21635
H: 0.37096 4.02245 -0.41654
H: 2.55236 2.38308 2.61939
H: 2.45958 3.45566 4.78573
H: 2.12239 1.15425 -4.75378
H: -3.03261 -0.30509 -3.21443
H: -4.17900 1.57203 3.47496
H: 0.82050 -4.89687 -5.27830
H: 0.30611 -1.96333 2.61332
H: 2.73895 -0.43399 4.97466
H: 1.62517 4.72428 0.63041
H: 1.78907 -2.35539 3.65882
H: 2.47146 -2.02571 0.79042

Atoms 1-6, force components in eV/Å:
-1.3 -0.4 -0.5
0.6 -0.6 -0.9
-1.6 -2.9 -0.9
-0.6 0.3 0.0
1.2 -1.2 -0.5
-0.3 0.1 0.3


3.
Molecular formula: C23H51F5N12O25PS
Method: DFT, wB97M-V/def2-TZVPD

Output
Kohn-Sham gap	4.4	eV
HOMO	-9.712	eV
net charge	+1

Positions of all 118 atoms, in Å:
S: -1.07158 -4.26391 -2.06303
P: 1.57131 -1.80126 -2.06877
F: 2.15032 -0.50031 1.51083
F: -0.44391 -1.92721 1.58052
F: 1.31503 -4.70457 -3.37760
F: -0.38100 -6.17268 -3.83056
F: -0.53037 -4.11706 -4.69739
O: 2.92441 4.72916 -3.93433
O: 4.74734 0.74195 1.30836
O: 0.43910 -1.75305 -3.33388
O: 6.78055 0.18734 1.82114
O: -2.73461 3.78824 -6.83913
O: 0.88719 5.28133 -4.43780
O: -0.29077 1.71555 -3.11157
O: -4.41124 -0.62475 6.40685
O: -3.37712 3.39685 2.59600
O: -4.82676 3.63027 4.19296
O: -6.34703 0.13703 -9.43699
O: 0.40396 -2.55484 5.40962
O: -1.94316 -5.42713 -1.72043
O: -2.96225 -0.85469 4.80864
O: 1.67247 -0.79549 5.34562
O: 1.21089 1.55306 -4.67128
O: 7.08399 -4.19880 -0.89735
O: 2.16619 2.07838 8.39174
O: -5.73995 1.77448 -8.14963
O: -1.99796 -3.12438 -2.43987
O: -3.25654 4.03084 -4.74439
O: 3.65943 1.90166 6.82813
O: 6.36523 -2.41589 -1.90223
O: 0.87978 3.89034 3.26003
O: 1.59222 4.01356 1.21455
N: 0.17456 1.99455 -4.21185
N: -4.38299 3.88185 3.08599
N: 1.02330 3.45074 2.13366
N: 1.01780 -2.78565 -0.68730
N: -3.97186 -0.37112 5.30261
N: -3.52981 3.80484 -5.91358
N: -5.62840 1.07112 -9.14504
N: 2.62857 2.35170 7.29838
N: 5.66553 0.58854 2.09822
N: 0.73928 -1.44438 5.78731
N: 6.46111 -3.62423 -1.77152
N: 1.80854 5.12177 -3.65088
C: 1.86405 3.31885 6.46850
C: -0.06288 -4.82624 -3.57087
C: 0.45225 2.10644 1.86709
C: -0.59583 2.95238 -5.04635
C: 4.00403 -1.80840 0.35844
C: 2.65346 -1.83210 1.23297
C: -4.51390 1.39409 -10.07357
C: -4.72924 0.61210 4.48550
C: 0.02105 -3.68909 -0.69000
C: 1.53571 5.43642 -2.22353
C: -1.82225 -4.40512 1.24986
C: -1.93293 -4.26035 2.82486
C: -4.95097 3.52508 -6.24476
C: -5.13810 4.86581 2.26716
C: -0.26860 -4.39495 0.74680
C: 1.66601 0.02505 -1.50017
C: -2.81593 -3.20387 3.31857
C: 5.75712 -4.47710 -2.76489
C: 1.54532 -2.84145 0.72880
C: 5.39081 0.92209 3.52120
C: -0.05512 -0.82168 6.88022
C: 0.34805 -5.85467 0.99592
C: 0.29731 -3.16678 1.65925
H: -0.47128 0.10719 6.49320
H: -5.73305 0.21456 4.34047
H: 6.50770 -5.08914 -3.26276
H: -4.75101 1.54923 5.03713
H: 0.72404 4.78902 -1.89363
H: -1.57520 2.51863 -5.22318
H: -6.14219 4.46996 2.12169
H: -4.22280 0.73894 3.53072
H: -3.58354 1.30002 -9.51512
H: 0.74780 -3.44186 2.66985
H: 1.27682 -5.70325 1.66375
H: 0.65296 1.83921 0.83216
H: 0.93425 1.40509 2.54686
H: 4.57553 0.28249 3.85760
H: 0.72750 -6.28485 0.00418
H: -4.63048 4.99044 1.31306
H: 5.11131 1.97375 3.56388
H: 1.25184 6.48630 -2.16743
H: 1.23454 0.67559 -2.35104
H: -2.29997 -5.37295 0.84215
H: -0.62040 2.16217 2.05038
H: 2.13648 -3.83350 0.68873
H: 0.87651 2.89406 6.29561
H: 5.04225 -5.09309 -2.22089
H: -0.84819 -1.50674 7.17241
H: -5.27809 4.28297 -6.95478
H: -1.40476 -4.90211 3.59616
H: 6.29071 0.73835 4.10417
H: -2.44819 -2.17554 3.64404
H: 0.97566 0.16966 -0.61024
H: 4.91602 -1.84944 1.05684
H: -2.33809 -3.55014 0.68037
H: 2.38997 3.46569 5.52783
H: 4.12662 -0.86688 -0.25733
H: -0.06687 3.10401 -5.98413
H: -4.66351 2.41447 -10.42360
H: 2.43759 5.24924 -1.64461
H: -3.95538 -3.37325 3.33195
H: -4.99743 2.52505 -6.68414
H: 4.10781 -2.71848 -0.32777
H: -5.15917 5.80443 2.81895
H: 5.24733 -3.83437 -3.47990
H: 1.80095 4.25282 7.02495
H: -5.53936 3.57359 -5.33054
H: -0.67044 3.88292 -4.49196
H: -4.53714 0.69350 -10.90547
H: -0.33563 -6.55383 1.56753
H: 2.73160 0.37717 -1.34338
H: 2.98492 -2.21903 2.26589
H: -0.26718 -1.09998 -3.10019
H: 0.62090 -0.63583 7.71419

Atoms 1-6, force components in eV/Å:
-7.2 1.0 -0.9
1.8 1.7 -2.8
0.5 -2.0 -0.8
0.4 -2.5 0.6
-3.0 -0.1 -0.5
1.1 3.3 1.0